{"formula": "C45H75Cl2N2O4PSi", "method": "ωB97M-V/def2-TZVPD", "elements": ["C", "C", "Cl", "C", "Cl", "C", "C", "C", "O", "C", "P", "C", "C", "C", "C", "C", "C", "C", "C", "C", "C", "C", "Si", "C", "C", "C", "C", "C", "C", "C", "C", "C", "O", "H", "H", "H", "H", "H", "H", "H", "H", "H", "H", "H", "H", "H", "H", "H", "H", "H", "H", "H", "H", "H", "H", "H", "H", "H", "H", "H", "H", "H", "H", "H", "H", "H", "H", "H", "H", "H", "H", "H", "C", "C", "C", "C", "C", "C", "N", "O", "C", "C", "C", "H", "H", "H", "H", "H", "H", "H", "H", "H", "H", "H", "H", "H", "H", "H", "H", "H", "H", "C", "C", "C", "C", "C", "C", "N", "O", "C", "C", "C", "H", "H", "H", "H", "H", "H", "H", "H", "H", "H", "H", "H", "H", "H", "H", "H", "H", "H"], "positions_angstrom": [[-0.936, 8.158, 1.774], [-1.481, 6.894, 1.119], [-1.137, 6.924, -0.635], [-0.974, 5.623, 1.810], [0.705, 5.240, 1.381], [-1.954, 4.483, 1.593], [-3.111, 4.514, 2.241], [-4.155, 3.464, 2.051], [-5.285, 3.740, 2.436], [-3.764, 2.149, 1.442], [-4.807, 0.647, 1.541], [-5.025, -0.022, -0.186], [-6.527, 1.081, 2.036], [-2.580, 2.118, 0.807], [-2.000, 0.885, 0.181], [-0.548, 0.611, 0.634], [-0.150, -0.786, 0.105], [0.467, -0.715, -1.303], [1.930, -0.218, -1.210], [2.949, -1.227, -1.758], [2.767, -1.554, -3.238], [2.919, -0.343, -4.182], [4.662, 0.406, -4.265], [5.893, -0.964, -3.831], [4.703, 1.803, -2.986], [4.978, 1.081, -6.000], [4.810, 0.299, -7.111], [5.015, 0.808, -8.355], [5.401, 2.103, -8.527], [5.583, 2.880, -7.420], [5.384, 2.383, -6.169], [-1.726, 3.342, 0.662], [-0.895, 3.389, -0.238], [-1.066, 9.028, 1.138], [-1.468, 8.332, 2.709], [0.132, 8.042, 1.960], [-2.561, 6.933, 1.211], [-0.973, 5.846, 2.874], [-3.333, 5.318, 2.929], [-6.072, -0.283, -0.312], [-4.672, 0.655, -0.958], [-4.477, -0.959, -0.224], [-6.662, 1.023, 3.106], [-6.815, 2.050, 1.642], [-7.208, 0.365, 1.579], [-1.985, 1.030, -0.900], [-2.560, 0.001, 0.455], [0.146, 1.326, 0.207], [-0.508, 0.557, 1.722], [-1.032, -1.427, 0.033], [0.528, -1.291, 0.795], [-0.110, 0.004, -1.884], [0.432, -1.710, -1.736], [2.180, -0.015, -0.168], [2.066, 0.715, -1.757], [3.936, -0.805, -1.560], [2.897, -2.147, -1.171], [1.761, -1.956, -3.374], [3.481, -2.327, -3.519], [2.625, -0.671, -5.183], [2.187, 0.416, -3.900], [5.730, -1.196, -2.781], [6.898, -0.573, -3.980], [5.721, -1.855, -4.429], [5.554, 2.471, -3.110], [3.774, 2.362, -3.114], [4.692, 1.403, -1.975], [4.515, -0.737, -7.008], [4.862, 0.204, -9.239], [5.580, 2.539, -9.497], [5.880, 3.913, -7.548], [5.534, 2.971, -5.277], [-10.074, 3.203, 8.802], [-9.665, 1.991, 7.917], [-8.665, 1.077, 8.646], [-7.207, 1.532, 8.611], [-6.790, 1.894, 7.189], [-7.719, 2.933, 6.565], [-9.144, 2.485, 6.607], [-9.322, 1.573, 5.702], [-7.523, 4.271, 7.306], [-7.287, 3.219, 5.130], [-10.953, 1.187, 7.744], [-9.717, 4.155, 8.419], [-11.157, 3.312, 8.847], [-9.710, 3.101, 9.826], [-8.709, 0.080, 8.197], [-8.983, 0.952, 9.682], [-7.050, 2.373, 9.291], [-6.570, 0.725, 8.981], [-5.765, 2.272, 7.188], [-6.780, 0.987, 6.576], [-8.195, 5.036, 6.914], [-6.502, 4.625, 7.164], [-7.673, 4.203, 8.382], [-7.257, 2.324, 4.521], [-6.286, 3.648, 5.116], [-7.960, 3.933, 4.652], [-11.692, 1.742, 7.165], [-11.379, 0.979, 8.726], [-10.783, 0.230, 7.253], [6.852, -7.574, -5.686], [7.059, -6.174, -5.040], [8.532, -5.943, -4.665], [8.983, -6.562, -3.344], [8.000, -6.224, -2.228], [6.569, -6.627, -2.580], [6.134, -6.021, -3.876], [5.890, -4.762, -3.686], [6.489, -8.165, -2.619], [5.625, -6.217, -1.453], [6.728, -5.182, -6.155], [6.262, -8.248, -5.071], [6.299, -7.500, -6.622], [7.801, -8.068, -5.901], [8.713, -4.865, -4.600], [9.170, -6.304, -5.473], [9.100, -7.645, -3.446], [9.972, -6.178, -3.085], [8.303, -6.720, -1.304], [8.045, -5.149, -2.025], [5.488, -8.498, -2.901], [6.704, -8.571, -1.630], [7.205, -8.625, -3.296], [5.680, -5.152, -1.232], [5.886, -6.750, -0.539], [4.591, -6.462, -1.701], [5.673, -5.230, -6.428], [7.318, -5.426, -7.039], [6.963, -4.154, -5.881]], "forces_ev_per_angstrom": [[0.3, -0.2, -0.1], [0.2, 0.9, 0.0], [-0.1, -0.2, 0.0], [-0.5, -0.2, -0.5], [0.1, 0.1, 0.3], [0.4, -0.1, 0.1], [0.2, -0.5, -0.1], [-0.9, 0.5, 0.6], [0.8, -0.5, -0.3], [-0.6, 0.7, -0.4], [0.1, -0.9, 0.7], [0.1, 0.2, 0.5], [0.0, 0.4, -0.8], [0.3, -0.2, 0.1], [0.8, 0.6, 0.1], [-0.3, -1.3, -0.4], [-0.2, 0.0, -0.5], [0.6, 0.5, 1.1], [0.0, -0.4, -0.4], [-0.1, 0.3, 0.2], [0.1, 0.4, 0.0], [0.1, -0.3, 0.0], [-0.3, -0.3, 0.4], [-0.5, 0.8, -0.2], [-0.1, -0.3, -0.5], [-0.1, -0.4, 1.7], [-0.4, -1.1, 0.1], [-0.2, -0.7, -1.6], [0.2, 0.7, -0.5], [0.5, 1.6, -0.2], [0.0, 0.1, 0.9], [0.7, 0.0, -1.1], [-0.9, 0.1, 0.9], [-0.1, 0.0, -0.1], [0.1, 0.0, 0.1], [0.0, 0.1, 0.1], [-0.2, -0.3, -0.1], [0.0, 0.0, 0.1], [-0.3, 0.0, 0.1], [-0.1, 0.2, -0.2], [-0.1, 0.0, -0.1], [0.2, 0.0, -0.2], [0.1, 0.1, 0.1], [-0.1, 0.2, 0.3], [0.2, -0.3, 0.0], [-0.2, -0.3, -0.1], [-0.4, 0.0, -0.1], [0.0, 0.3, 0.4], [0.1, 0.5, 0.1], [-0.1, 0.0, 0.2], [0.2, 0.0, 0.0], [-0.2, -0.3, -0.3], [-0.1, 0.0, -0.3], [0.0, 0.1, 0.0], [-0.1, 0.1, 0.1], [0.2, -0.1, -0.1], [-0.1, -0.1, 0.0], [0.0, -0.2, -0.1], [0.0, -0.2, 0.0], [0.0, 0.1, -0.1], [0.0, 0.2, -0.1], [0.2, -0.2, 0.1], [0.2, -0.2, 0.0], [0.2, -0.1, 0.0], [0.0, 0.1, 0.1], [0.1, 0.2, 0.0], [0.1, 0.0, 0.1], [-0.1, -0.1, 0.0], [0.0, -0.2, 0.0], [-0.1, -0.1, -0.2], [0.1, 0.1, 0.0], [0.1, 0.4, -0.1], [0.2, 0.3, 0.0], [-1.0, 0.8, 1.4], [0.5, -0.2, -0.2], [-0.1, 0.1, 0.0], [-0.1, -0.5, 0.2], [0.9, 1.6, 0.2], [0.8, -2.3, -0.3], [-0.4, 0.5, -0.3], [-0.2, 0.1, 0.3], [-0.3, -0.2, -0.3], [0.0, -0.3, -0.6], [0.1, -0.1, 0.0], [0.0, -0.2, 0.0], [0.0, 0.0, 0.0], [-0.1, 0.1, -0.1], [-0.2, 0.1, 0.0], [0.0, 0.0, -0.1], [0.0, 0.0, 0.0], [-0.1, 0.1, -0.1], [-0.1, 0.0, -0.1], [0.0, 0.0, 0.0], [0.0, -0.1, -0.1], [0.0, 0.0, 0.0], [-0.1, -0.1, 0.0], [0.0, 0.0, 0.2], [0.0, 0.0, 0.0], [0.0, 0.0, 0.0], [0.1, 0.1, 0.1], [0.0, 0.1, -0.1], [-0.1, -0.3, 0.2], [0.1, -1.2, -1.4], [0.2, 0.2, 0.6], [0.0, -0.1, -0.1], [0.4, 0.3, -0.3], [-0.3, -1.6, 0.8], [1.4, 1.9, 0.5], [-0.7, -0.1, -0.1], [0.1, -0.2, -0.3], [-0.2, 0.5, -0.1], [-0.3, 0.5, 0.3], [0.1, 0.1, 0.1], [0.1, 0.1, 0.0], [0.0, 0.0, 0.0], [-0.2, 0.0, 0.0], [-0.1, 0.0, -0.1], [-0.1, 0.0, 0.0], [0.0, 0.0, 0.0], [-0.2, -0.1, 0.0], [-0.1, 0.0, -0.1], [0.0, 0.0, 0.0], [0.0, 0.1, 0.1], [0.0, 0.0, 0.0], [0.0, 0.0, -0.1], [0.1, -0.1, -0.1], [0.0, 0.0, 0.0], [0.0, 0.0, 0.0], [0.0, -0.2, 0.1], [-0.1, 0.0, 0.1]], "homo_energy_ev": -8.1, "orbital_gap_ev": 6.804, "lumo_energy_ev": -1.26, "spin_multiplicity": 3, "relative_energy_ev": 0.000, "total_charge": 0}